DFT (ωB97M-V/def2-TZVPD) results for the molecule C5H9NOS.

Values from the calculation:
Total energy (Eh): -723.98914
Molecular weight (g/mol): 131.20
HOMO (eV): -8.352

The geometry in ORCA input format:
```
! wB97M-V def2-TZVPD RIJCOSX def2/J DEFGRID3
* xyz 0 1
C -0.8226 -0.5331 0.3222
C -0.1551 -1.3823 -0.8437
C 1.7891 -0.2980 0.7996
C -2.3337 -0.5325 0.2838
C 2.1532 1.1852 0.5082
N -0.2556 0.0636 1.2009
O 1.5503 1.6516 -0.6857
S 1.5500 -1.6078 -0.2595
H -0.6013 -2.3203 -0.8763
H -0.3258 -0.8489 -1.7649
H 2.1919 -0.7036 1.7630
H -2.7640 -0.2228 -0.6318
H -2.7012 -0.0937 1.2258
H -2.5352 -1.6584 0.2780
H 3.2386 1.2017 0.4810
H 1.8794 1.7669 1.3541
H 0.8870 2.2292 -0.3196
*
```

The computed Löwdin charges, all in e, follow:
1 C -0.545
2 C -0.371
3 C -0.455
4 C -0.046
5 C -0.301
6 N 0.158
7 O -0.056
8 S 0.894
9 H 0.036
10 H 0.079
11 H 0.082
12 H 0.058
13 H 0.084
14 H 0.100
15 H 0.108
16 H 0.100
17 H 0.077

=====

DFT (ωB97M-V/def2-TZVPD) results for a structure of composition C4H6S2.

Values from the calculation:
Total energy (Eh): -952.34484
Molecular weight (g/mol): 118.23
HOMO (eV): -8.986

The geometry in ORCA input format:
```
! wB97M-V def2-TZVPD RIJCOSX def2/J DEFGRID3
* xyz 0 1
C 0.2713 1.7685 -0.2235
C 0.2750 0.3556 0.3594
C 0.0529 -1.8651 -0.0684
C -0.8022 -0.6304 -0.0007
H 1.1919 2.2609 -0.0683
H 0.1619 1.6793 -1.3255
H -0.5696 2.2770 0.2389
H 0.3758 0.4224 1.4385
H 0.0551 -2.4400 0.8229
H -0.1938 -2.5749 -0.8546
S 1.5649 -0.8147 -0.1857
S -2.3833 -0.4386 -0.1330
*
```

The computed Löwdin charges, all in e, follow:
1 C -0.099
2 C -0.667
3 C -0.440
4 C -0.906
5 H 0.056
6 H 0.093
7 H 0.076
8 H 0.109
9 H 0.068
10 H 0.084
11 S 0.859
12 S 0.766

=====

DFT (ωB97M-V/def2-TZVPD) results for the ion C8H15O3Si with charge -1.

Values from the calculation:
Structure (SMILES): CC(C)(C)[Si](C)(C)OC([O-])=C=O
Total energy (Eh): -829.00428
Molecular weight (g/mol): 187.29
HOMO (eV): -2.723

The geometry in ORCA input format:
```
! wB97M-V def2-TZVPD RIJCOSX def2/J DEFGRID3
* xyz -1 1
C -0.0456 1.6051 1.4703
C -0.3555 0.6865 0.2425
C 0.4535 1.3398 -0.8986
C -1.7714 0.9285 -0.3372
Si 0.2260 -1.1863 0.6708
C 2.0595 -1.3615 0.0829
C -0.6650 -2.6819 -0.0889
O 0.5914 -1.2253 2.2488
C -0.5702 -1.4120 3.2790
O -0.3516 -2.2610 4.1361
C -1.6745 -0.9297 2.6997
O -2.5016 -0.0472 2.5565
H 0.8721 1.4121 1.8592
H -0.1726 2.5600 1.1113
H -0.7142 1.4157 2.3725
H 1.5627 1.3194 -0.5653
H 0.0395 2.2998 -1.1761
H 0.2527 0.8555 -1.8701
H -1.9201 0.3830 -1.1594
H -2.5477 0.6703 0.4155
H -1.9221 2.0349 -0.5284
H 2.7028 -0.8623 0.6824
H 2.1183 -2.5081 0.0166
H 2.2798 -1.1294 -1.1010
H -0.1122 -3.5943 -0.2566
H -1.5234 -2.9340 0.7308
H -1.2482 -2.6990 -1.0773
*
```

The computed Löwdin charges, all in e, follow:
1 C -0.080
2 C -0.537
3 C -0.157
4 C -0.111
5 Si 0.466
6 C -0.177
7 C -0.180
8 O -0.182
9 C -0.513
10 O -0.026
11 C -0.221
12 O -0.024
13 H 0.033
14 H 0.043
15 H 0.098
16 H 0.100
17 H 0.053
18 H 0.073
19 H 0.016
20 H 0.068
21 H 0.094
22 H -0.042
23 H 0.031
24 H 0.073
25 H -0.009
26 H 0.075
27 H 0.035

=====

DFT (ωB97M-V/def2-TZVPD) results for the ion C7H10NO with charge +1.

Values from the calculation:
Structure (SMILES): C=C=C(C)OC(C)=[N+]=C
Total energy (Eh): -402.30874
Molecular weight (g/mol): 124.16
HOMO (eV): -12.696

The geometry in ORCA input format:
```
! wB97M-V def2-TZVPD RIJCOSX def2/J DEFGRID3
* xyz 1 1
C -0.7424 0.4571 2.7131
C -0.0624 0.2151 1.6165
C 0.9288 0.0942 0.7110
C 2.3838 -0.1199 1.1974
O 0.8996 0.2919 -0.6084
C -0.1676 0.1059 -1.2374
C -0.2113 0.4979 -2.6692
N -1.3054 -0.2669 -0.6613
C -2.2529 -1.1079 -0.6355
H -1.7063 0.0707 2.9635
H -0.5091 1.2848 3.3373
H 2.6166 -0.7455 1.9618
H 2.8045 0.9140 1.4693
H 2.9566 -0.4117 0.3776
H 0.7884 0.8658 -3.2054
H -0.9043 1.3294 -2.8414
H -0.6684 -0.3431 -3.3230
H -3.2564 -0.7691 -0.3311
H -2.2187 -2.2054 -0.9239
*
```

The computed Löwdin charges, all in e, follow:
1 C 0.079
2 C 0.002
3 C -0.276
4 C 0.030
5 O 0.156
6 C -0.328
7 C 0.039
8 N 0.134
9 C 0.131
10 H 0.067
11 H 0.072
12 H 0.054
13 H 0.131
14 H 0.058
15 H 0.157
16 H 0.102
17 H 0.135
18 H 0.115
19 H 0.139

=====

DFT (ωB97M-V/def2-TZVPD) results for the ion C34H50N4O2 with charge +2.

Values from the calculation:
Structure (SMILES): CC[N+](CC)(CCCNC1=CC(=O)C(NCCC[N+](CC)(CC)Cc2ccccc2)=CC1=O)Cc1ccccc1
Total energy (Eh): -1694.58252
Molecular weight (g/mol): 546.80
HOMO (eV): -12.739

The geometry in ORCA input format:
```
! wB97M-V def2-TZVPD RIJCOSX def2/J DEFGRID3
* xyz 2 1
C 0.5887 8.2061 -2.4908
C 0.3605 6.7200 -2.2567
N -0.5781 6.3628 -1.1436
C -1.8611 7.1188 -1.2616
C -2.6450 6.8753 -2.5422
C -0.7957 4.8872 -1.2250
C -1.8687 4.2983 -0.3071
C -1.9448 2.7797 -0.4900
N -0.7350 2.1352 -0.0575
C -0.3883 0.8587 -0.2853
C -1.0398 -0.0455 -1.0628
C -0.5761 -1.3868 -1.2310
O -1.2508 -2.2612 -1.7647
C 0.7846 -1.7024 -0.6625
N 1.3693 -2.8897 -0.9349
C 1.0001 -3.8559 -1.9440
C -0.0105 -4.9066 -1.4500
C 0.5566 -5.6957 -0.2718
N -0.3900 -6.6269 0.4026
C -1.0561 -7.5415 -0.5839
C -0.1403 -8.3114 -1.5247
C 0.3452 -7.4755 1.4010
C 1.4813 -6.8208 2.1749
C -1.5022 -5.8694 1.0826
C -1.0888 -4.9363 2.1903
C -1.1352 -5.3519 3.5183
C -0.7782 -4.4867 4.5375
C -0.3734 -3.1949 4.2434
C -0.3535 -2.7628 2.9279
C -0.7194 -3.6246 1.9085
C 1.3894 -0.8173 0.1830
C 0.8639 0.4762 0.4561
O 1.3616 1.2949 1.2239
C 0.0382 6.7301 0.1848
C 1.3402 6.0382 0.4983
C 2.5556 6.5804 0.0882
C 3.7464 5.9426 0.3899
C 3.7409 4.7576 1.1063
C 2.5413 4.2252 1.5479
C 1.3524 4.8672 1.2508
H -0.2907 8.7057 -2.8864
H 1.3763 8.3029 -3.2346
H 0.9197 8.7311 -1.5999
H -0.0293 6.2811 -3.1758
H 1.3125 6.2359 -2.0298
H -1.6230 8.1800 -1.1836
H -2.4799 6.8602 -0.4014
H -3.5437 7.4859 -2.5022
H -2.0929 7.1709 -3.4291
H -2.9590 5.8415 -2.6508
H -1.0605 4.6458 -2.2559
H 0.1627 4.4103 -1.0041
H -2.8533 4.6998 -0.5448
H -1.6581 4.5117 0.7410
H -2.1099 2.5360 -1.5446
H -2.8055 2.4010 0.0780
H -0.1739 2.5618 0.6777
H -1.9785 0.1871 -1.5413
H 2.2796 -3.0133 -0.5133
H 0.5419 -3.3425 -2.7920
H 1.9132 -4.3492 -2.2842
H -0.9195 -4.3694 -1.1848
H -0.2348 -5.5510 -2.2983
H 1.4096 -6.2865 -0.6109
H 0.8980 -4.9891 0.4863
H -1.7428 -6.9376 -1.1785
H -1.6485 -8.2556 -0.0076
H 0.4380 -7.6625 -2.1746
H 0.5388 -8.9831 -1.0074
H -0.7730 -8.9272 -2.1596
H 0.7623 -8.3271 0.8640
H -0.3977 -7.8546 2.1038
H 2.3386 -6.6066 1.5436
H 1.8075 -7.5315 2.9307
H 1.1760 -5.9149 2.6875
H -2.1951 -6.6125 1.4829
H -2.0267 -5.2987 0.3147
H -1.4607 -6.3522 3.7632
H -0.8215 -4.8207 5.5619
H -0.0916 -2.5230 5.0384
H -0.0616 -1.7510 2.6906
H -0.7436 -3.2598 0.8936
H 2.3336 -1.0648 0.6483
H 0.1903 7.8099 0.1831
H -0.6946 6.4985 0.9590
H 2.5837 7.5179 -0.4463
H 4.6794 6.3791 0.0700
H 4.6700 4.2617 1.3376
H 2.5248 3.3096 2.1163
H 0.4281 4.4687 1.6437
*
```

The computed Löwdin charges, all in e, follow:
1 C -0.042
2 C -0.161
3 N -0.228
4 C -0.167
5 C -0.036
6 C -0.119
7 C -0.138
8 C -0.163
9 N 0.058
10 C -0.169
11 C 0.047
12 C -0.331
13 O 0.073
14 C -0.170
15 N 0.071
16 C -0.153
17 C -0.143
18 C -0.129
19 N -0.225
20 C -0.162
21 C -0.042
22 C -0.140
23 C -0.041
24 C -0.059
25 C -0.224
26 C -0.047
27 C -0.052
28 C -0.053
29 C -0.049
30 C -0.032
31 C 0.030
32 C -0.334
33 O 0.068
34 C -0.057
35 C -0.221
36 C -0.040
37 C -0.048
38 C -0.047
39 C -0.053
40 C -0.046
41 H 0.082
42 H 0.102
43 H 0.077
44 H 0.132
45 H 0.126
46 H 0.132
47 H 0.132
48 H 0.101
49 H 0.082
50 H 0.080
51 H 0.138
52 H 0.134
53 H 0.117
54 H 0.113
55 H 0.131
56 H 0.142
57 H 0.119
58 H 0.119
59 H 0.153
60 H 0.130
61 H 0.135
62 H 0.091
63 H 0.118
64 H 0.143
65 H 0.115
66 H 0.134
67 H 0.143
68 H 0.076
69 H 0.080
70 H 0.101
71 H 0.121
72 H 0.135
73 H 0.084
74 H 0.101
75 H 0.069
76 H 0.145
77 H 0.138
78 H 0.121
79 H 0.116
80 H 0.114
81 H 0.102
82 H 0.096
83 H 0.130
84 H 0.138
85 H 0.138
86 H 0.113
87 H 0.115
88 H 0.115
89 H 0.100
90 H 0.107

=====

DFT (ωB97M-V/def2-TZVPD) results for a cluster of 2 separate species, C4H14N2O in total.

Values from the calculation:
Structure (SMILES): CC(C)NCN.O
Total energy (Eh): -345.53325
Molecular weight (g/mol): 106.17
HOMO (eV): -8.374

The geometry in ORCA input format:
```
! wB97M-V def2-TZVPD RIJCOSX def2/J DEFGRID3
* xyz 0 1
C -0.8155 -1.2314 0.6017
C -1.3464 0.1931 0.6312
C -2.2257 0.4551 1.8435
N -0.2165 1.1415 0.6037
C 0.0326 1.8969 -0.5867
N 0.3021 1.2114 -1.8502
H -1.5962 -1.9835 0.6137
H -0.2488 -1.4369 1.5223
H -0.1266 -1.3824 -0.2208
H -1.8241 0.3792 -0.3362
H -2.7976 1.3772 1.7181
H -1.6141 0.5023 2.7284
H -2.9658 -0.3217 1.8995
H 0.6057 0.8483 1.0999
H 0.8939 2.5438 -0.3968
H -0.7999 2.5851 -0.7779
H 0.9932 0.4734 -1.7516
H -0.5314 0.7087 -2.1456
O 4.5155 -2.4824 -1.9738
H 5.4359 -2.2477 -1.8378
H 4.3298 -3.2299 -1.3846
*
```

The computed Löwdin charges, all in e, follow:
1 C -0.076
2 C -0.459
3 C -0.064
4 N -0.059
5 C -0.334
6 N 0.001
7 H 0.071
8 H 0.081
9 H 0.064
10 H 0.126
11 H 0.077
12 H 0.074
13 H 0.064
14 H 0.104
15 H 0.108
16 H 0.112
17 H 0.059
18 H 0.050
19 O -0.065
20 H 0.028
21 H 0.037

=====

Orbital gap (computed, eV): 8.92, 8.63, 6.13, 7.90, 7.50, 9.16